ORCA calculation (ωB97M-V/def2-TZVPD) on a single C3H4S2 molecule.

- LUMO level (spin up / spin down) (eV) = -2.233 / -2.321
- HOMO (spin up / spin down) (Eh) = -0.32958 / -0.33311
- frontier orbital gap (spin up / spin down) (eV) = 6.74 / 6.74

```
9
Properties=species:S:1:pos:R:3:lowdin_charge:R:1
C 1.11 1.14 -0.82 -0.62
C -0.61 -0.08 0.53 -0.42
C 0.55 -0.03 -0.38 -0.20
S 2.61 1.16 -1.68 0.62
S -2.29 1.08 0.88 0.48
H 0.61 2.09 -0.86 0.04
H -1.02 -0.98 0.45 -0.01
H -0.44 0.31 1.49 0.00
H 0.99 -0.96 -0.79 0.11
```


ORCA calculation (ωB97M-V/def2-TZVPD) on a molecular structure, C4H5N3O4.

- LUMO level (eV) = 0.050
- HOMO (Eh) = -0.36528
- frontier orbital gap (eV) = 9.99

```
16
Properties=species:S:1:pos:R:3:lowdin_charge:R:1
C -0.56 1.34 -0.24 -0.07
C 0.97 -0.64 -0.45 -0.43
C 0.69 0.70 1.62 -0.21
C -0.26 0.08 -0.95 -0.27
N -0.16 1.59 0.93 0.09
N 1.34 -0.31 0.80 0.13
N -1.65 -0.95 -0.30 -0.31
O -2.28 -1.44 -1.18 0.11
O 1.55 -1.42 -1.18 0.09
O -1.74 -1.04 0.89 0.09
O -0.46 0.02 -2.27 0.09
H -1.20 2.06 -0.74 0.13
H 1.46 1.30 2.11 0.13
H 0.09 0.21 2.41 0.13
H 2.17 -0.75 1.16 0.16
H 0.04 -0.74 -2.63 0.13
```


ORCA calculation (ωB97M-V/def2-TZVPD) on a molecular structure, C4H2F12LiN2O9S4.

- LUMO level (eV) = 1.726
- HOMO (Eh) = -0.26286
- frontier orbital gap (eV) = 8.88
- charge = -1

```
34
Properties=species:S:1:pos:R:3:lowdin_charge:R:1
Li 0.12 0.74 -0.28 0.61
C 3.25 1.11 0.45 -0.61
F 3.09 2.44 0.21 0.11
F 2.67 0.44 -0.57 0.10
F 4.51 0.77 0.67 0.16
S 2.36 0.70 2.11 0.68
O 2.95 -0.56 2.54 -0.29
O 2.52 1.83 3.02 -0.31
N 0.71 0.65 1.63 -0.40
S -0.04 0.81 3.03 0.65
O 0.46 -0.06 4.16 -0.33
O -0.23 2.26 3.32 -0.33
C -1.78 0.11 2.64 -0.58
F -1.70 -1.16 2.15 0.11
F -2.53 0.25 3.78 0.11
F -2.20 0.91 1.66 0.11
C 0.90 -2.89 -2.03 -0.52
F 0.39 -2.63 -3.22 0.13
F 1.29 -4.26 -1.90 0.06
F 2.04 -2.18 -1.89 0.10
S -0.44 -2.34 -0.67 0.71
O -1.46 -3.39 -0.87 -0.30
O 0.22 -2.40 0.64 -0.30
N -0.87 -0.73 -1.05 -0.39
S -2.16 -0.90 -1.79 0.56
O -2.16 -1.62 -3.08 -0.30
O -3.19 -1.28 -0.78 -0.31
C -2.58 0.90 -2.26 -0.69
F -3.72 1.00 -2.89 0.17
F -2.71 1.69 -1.16 0.11
F -1.68 1.37 -3.10 0.14
O 0.68 2.42 -1.51 -0.06
H -0.08 2.98 -1.68 0.05
H 1.39 3.03 -1.32 0.04
```


ORCA calculation (ωB97M-V/def2-TZVPD) on a single C4H7IN2O molecule.

- LUMO level (spin up / spin down) (eV) = 0.478 / -3.400
- HOMO (spin up / spin down) (Eh) = -0.19921 / -0.34581
- frontier orbital gap (spin up / spin down) (eV) = 5.90 / 6.01
- multiplicity = 3

```
15
Properties=species:S:1:pos:R:3:mulliken_spin:R:1
C -0.74 -0.81 0.54 -0.03
C -2.01 -0.10 0.05 0.07
C 1.16 0.75 0.05 0.40
C 2.47 1.00 -0.75 0.06
N 0.50 -0.33 -0.12 0.87
N -1.28 -2.07 0.03 0.04
O -2.45 -1.43 -0.39 0.00
I 0.60 2.47 1.34 0.58
H -0.58 -0.75 1.67 -0.01
H -2.64 0.54 0.63 0.01
H -1.67 0.31 -0.86 0.00
H 3.17 1.33 -0.12 0.01
H 2.30 1.63 -1.60 0.01
H 2.71 0.10 -1.25 -0.01
H -1.54 -2.62 0.77 0.00
```


ORCA calculation (ωB97M-V/def2-TZVPD) on a gas-phase ion, C6H11N2O (charge +1).

- LUMO level (spin up / spin down) (eV) = -5.353 / -5.352
- HOMO (spin up / spin down) (Eh) = -0.48822 / -0.48832
- frontier orbital gap (spin up / spin down) (eV) = 7.93 / 7.94
- charge = +1

```
20
Properties=species:S:1:pos:R:3:lowdin_charge:R:1
C 1.25 0.92 -0.11 -0.14
C -0.09 1.35 -0.31 -0.01
C -0.93 -0.36 0.98 -0.03
C 3.00 -0.66 0.29 -0.06
C -2.40 1.39 0.41 0.03
C -0.90 -1.93 -0.81 0.01
N 1.61 -0.28 0.13 0.00
N -1.12 0.71 0.15 -0.12
O -0.93 -1.54 0.60 0.02
H 1.92 1.81 -0.21 0.15
H -0.32 2.37 -0.48 0.14
H 3.72 0.03 -0.17 0.10
H 2.92 -0.61 1.46 0.14
H 3.01 -1.78 0.28 0.10
H -2.32 1.99 1.33 0.11
H -2.52 2.20 -0.46 0.16
H -3.27 0.80 0.51 0.09
H -0.90 -3.10 -0.84 0.16
H -0.03 -1.63 -1.32 0.07
H -1.69 -1.68 -1.41 0.06
```


ORCA calculation (ωB97M-V/def2-TZVPD) on 2 unconnected molecules or ions with the total composition C2H8S4.

- LUMO level (spin up / spin down) (eV) = -5.315 / -8.666
- HOMO (spin up / spin down) (Eh) = -0.45784 / -0.44990
- frontier orbital gap (spin up / spin down) (eV) = 7.14 / 3.58
- multiplicity = 2
- charge = +1

```
14
Properties=species:S:1:pos:R:3:mulliken_spin:R:1
C 1.87 -1.54 -1.00 -0.02
S 1.86 -0.67 0.59 0.59
S 2.82 1.10 -0.14 0.24
H 1.04 -1.37 -1.55 0.02
H 2.91 -1.36 -1.59 0.01
H 1.88 -2.66 -0.79 0.00
H 1.93 1.91 0.31 0.01
C -1.55 1.36 -0.93 0.00
S -2.94 0.77 -0.01 0.02
S -2.01 -1.15 0.60 0.11
H -1.06 1.88 -0.14 0.00
H -0.82 0.59 -1.26 0.00
H -1.73 2.06 -1.85 0.00
H -1.59 -0.79 1.85 0.00
```


Asked for energy above the lowest of the compared OMol25 structures with the same formula, charge and spin across the records above, the calculation gives 360.3; 389.5; 315.7; 254.7; 618.8; 152.3 kJ/mol in order.
Asked for strongest force on any atom across the records above, the calculation gives 4.11; 3.02; 8.01; 4.94; 4.77; 5.92 eV Å⁻¹ in order.
Asked for total energy across the records above, the calculation gives -912.9233; -620.5512; -3739.0302; -638.7624; -419.5212; -1673.3729 Ha in order.